1.
# C3H11N3O

A 2-piece molecular cluster, C3H11N3O overall (the ωB97M-V functional and the def2-TZVPD basis, the Open Molecules 2025 dataset).

Each line ends with the Mulliken charge.
Geometry (Å):
H -2.3129 -1.4387 0.0693  0.2829
N -1.3038 -1.6135 -0.0136  -0.7784
C -0.4801 -0.7487 0.5292  0.1077
N 0.8515 -0.7006 0.3501  0.2262
N 1.4419 -1.5343 -0.5985  -0.7648
C 1.6581 0.4725 0.6446  -0.4997
C 1.7823 1.4341 -0.4958  -0.9580
H -0.7534 0.0828 1.1534  0.3251
H 0.6594 -2.0013 -1.0157  0.2963
H 1.9596 -2.3405 -0.1766  0.2390
H 2.5919 -0.0504 0.9304  0.2655
H 1.1637 0.8948 1.5498  0.3667
H 2.6927 2.0326 -0.3284  0.3180
H 0.9552 2.1479 -0.4710  0.2565
H 1.8031 0.9100 -1.4824  0.3115
O -4.0083 0.4590 -0.1186  -0.6191
H -4.9839 0.6185 -0.1555  0.3093
H -3.7170 1.3760 -0.3707  0.3154

Atoms 1-6, force components in eV/Å:
H 0.87 0.31 0.57
N 1.73 0.95 0.24
C -2.20 -0.86 -0.98
N 0.07 -0.72 -0.02
N 0.72 -1.26 -0.21
C -0.47 -1.59 1.34

The LUMO energy is 0.64 eV. As for the spin multiplicity: 1. As for the charge: 0. Its SMILES is [H]/N=C/N(N)CC.O. The HOMO energy comes out at -8.052 eV.


2.
# C3H11N3O

C3H11N3O as an isolated structure (the ωB97M-V functional and the def2-TZVPD basis, the Open Molecules 2025 dataset).

Each line ends with the Mulliken charge.
Geometry (Å):
C 0.7826 -1.7977 0.4053  -0.7602
C -1.2333 0.2457 -1.5703  -0.8873
C -1.2334 1.2587 0.6692  -0.7988
N 0.7962 -0.3507 0.6491  0.0109
N -0.4593 0.6746 -0.4108  0.1415
N 1.0182 0.3397 -0.5466  -0.2751
O 2.5416 -0.1330 1.0719  -0.6462
H 2.4771 0.4431 1.8475  0.2881
H 1.5960 1.1738 -0.4287  0.2531
H 1.2658 -2.0905 -0.5305  0.2882
H -0.2478 -2.1629 0.4357  0.3299
H 1.3388 -2.2632 1.2188  0.2935
H -1.9278 -0.5563 -1.2991  0.2951
H -0.5935 -0.1291 -2.3695  0.2830
H -1.7914 1.0957 -1.9751  0.3297
H -0.5832 1.5560 1.4935  0.2688
H -1.7615 2.1490 0.3124  0.3072
H -1.9850 0.5474 1.0272  0.2784

Atoms 1-6, force components in eV/Å:
C 0.06 -0.29 0.01
C 0.19 0.25 0.27
C 0.88 0.39 -0.05
N 5.60 -0.53 1.96
N 0.16 -0.24 -3.59
N -4.43 1.07 0.38

The LUMO energy is 0.90 eV. As for the spin multiplicity: 1. As for the charge: 0. The HOMO energy comes out at -8.004 eV.


3.
# C3H11N3O2

C3H11N3O2 as an isolated structure (the ωB97M-V functional and the def2-TZVPD basis, the Open Molecules 2025 dataset).

Each line ends with the Mulliken charge.
Geometry (Å):
C 0.7730 1.2318 0.4106  -0.1286
C 0.9699 1.2835 -1.0627  -1.1690
N -1.8871 0.9090 -0.4505  -0.5416
O -1.0732 0.9746 0.7138  -0.3785
H -2.6738 0.3011 -0.1970  0.2694
H -2.2979 1.8420 -0.5255  0.2137
H 1.6699 0.9678 0.9689  0.3410
H 0.5414 2.1891 0.8686  0.4231
H 1.2981 2.2767 -1.3812  0.2942
H 1.6778 0.5328 -1.4186  0.2811
H 0.0581 1.0170 -1.6188  0.4055
N 1.1864 -1.9480 -0.2451  -0.5235
C -0.5316 -1.6083 1.3639  0.1254
O 0.6013 -1.0552 0.7265  -0.2172
N -1.5940 -2.0138 0.8159  -0.5900
H 0.9350 -1.5072 -1.1344  0.2656
H 2.1804 -1.8251 -0.0592  0.2821
H -1.5745 -1.7142 -0.1658  0.2851
H -0.2594 -1.8536 2.3906  0.3622

Atoms 1-6, force components in eV/Å:
C -2.11 3.08 -0.24
C -0.11 -0.65 -0.57
N 0.62 0.18 0.62
O 1.61 -0.10 -0.01
H 0.47 -0.08 0.06
H 0.15 -0.15 -0.11

The LUMO energy (alpha / beta) is 0.73 / 0.73 eV. As for the spin multiplicity: 1. As for the charge: 0. The HOMO energy (alpha / beta) comes out at -8.840 / -8.841 eV.


4.
# C3H11N3O3S

A 2-piece molecular cluster, C3H11N3O3S overall (the ωB97M-V functional and the def2-TZVPD basis, the Open Molecules 2025 dataset).

Each line ends with the Mulliken charge.
Geometry (Å):
C 1.8754 -1.7200 0.1291  -0.8301
C 0.8368 -1.6099 1.2291  -0.6784
C -0.1870 -0.5348 0.9343  0.3250
N -0.1480 0.5895 1.6081  -0.3137
N 0.0625 0.7780 -1.4084  -0.6075
N -1.2128 -0.8652 0.2529  -0.2184
O -1.1110 2.7525 -2.5575  -0.4485
O -0.9245 2.6185 -0.0263  -0.7414
O -2.4139 1.0434 -1.2312  -0.7675
S -1.0898 1.8020 -1.2668  1.0920
H 1.7783 -2.4327 -0.6624  0.3169
H 2.0918 -0.6027 -0.2050  0.1499
H 2.6920 -2.1952 0.6206  0.3677
H 0.2252 -2.5060 1.6236  0.3380
H 1.3685 -1.1578 2.1390  0.2519
H -0.8472 1.3922 1.3500  0.3383
H 0.6487 1.0371 2.2198  0.2405
H 0.8307 1.3334 -1.0671  0.2371
H -1.9514 -0.1609 -0.1110  0.3720
H -1.2378 2.1244 -3.2198  0.3538
H -1.2865 -1.6858 -0.3511  0.2222

Atoms 1-6, force components in eV/Å:
C 0.52 1.76 0.26
C -0.68 0.86 1.98
C 0.96 -1.25 1.88
N 0.06 4.22 1.54
N -0.45 0.74 -0.84
N -3.83 -0.08 -1.97

The LUMO energy is 0.40 eV. As for the spin multiplicity: 1. As for the charge: 0. The HOMO energy comes out at -8.692 eV.


5.
# C3H11N3OP

A 2-piece molecular cluster, C3H11N3OP overall (the ωB97M-V functional and the def2-TZVPD basis, the Open Molecules 2025 dataset).

Each line ends with the Mulliken charge.
Geometry (Å):
C 1.2258 1.0543 1.1226  0.4381
C -2.2304 -1.5598 -0.1296  -0.8293
C -0.2224 -1.1163 -2.2600  -0.7879
N 2.4594 1.0698 1.6404  -0.3954
N 0.6719 2.2742 1.0120  -0.4773
N 0.5305 0.0259 0.6756  -0.5263
O -2.1318 0.8981 -1.6588  -0.5050
P -1.5318 -0.3631 -1.2614  0.9297
H -3.2067 -1.3277 0.1279  0.3501
H -2.2188 -2.5807 -0.5028  0.3973
H -1.4525 -1.5145 0.7779  0.3257
H 0.1635 -0.5497 -3.1315  0.3353
H 0.6419 -1.0043 -1.5455  0.3073
H -0.5101 -2.1083 -2.4668  0.3867
H 2.7635 1.7536 2.3343  0.1842
H 3.1807 0.3793 1.6481  0.2106
H 1.1017 3.0534 1.5927  0.2481
H -0.3731 2.3929 1.1435  0.2696
H 1.1385 -0.7772 0.8816  0.1383

Atoms 1-6, force components in eV/Å:
C -1.52 -0.46 -0.56
C 3.48 -0.02 1.35
C 1.34 2.36 1.19
N 1.81 0.47 1.41
N -1.78 3.51 1.96
N 1.23 -0.22 0.07

The LUMO energy is -4.79 eV. As for the spin multiplicity: 1. As for the charge: +1. The HOMO energy comes out at -13.176 eV.


6.
# C3H11N3S

A 2-piece molecular cluster, C3H11N3S overall (the ωB97M-V functional and the def2-TZVPD basis, the Open Molecules 2025 dataset).

Each line ends with the Mulliken charge.
Geometry (Å):
C 4.9368 5.9187 -2.0597  0.5941
C -1.2611 -2.7453 -0.4750  -1.0070
C -1.8542 -1.0718 1.5605  -0.9779
N 4.0439 6.6380 -2.6604  -0.2916
N -2.0111 -3.4221 1.7103  -0.4371
N -1.3965 -2.3240 0.9180  -0.0338
S 6.2287 5.2692 -1.4830  0.0771
H -2.0554 -2.5084 -1.0368  0.4184
H -0.4833 -2.1835 -0.8759  0.3678
H -0.9890 -3.7085 -0.4946  0.3957
H -1.5148 -0.9437 2.5982  0.2876
H -1.3709 -0.3537 0.9986  0.3622
H -2.8587 -0.9972 1.4526  0.4880
H 4.0765 6.8133 -3.6811  0.3225
H 3.1600 6.7119 -2.2194  0.2980
H -2.2798 -4.2852 1.1733  0.4008
H -1.4285 -3.7569 2.4949  0.3366
H -2.9425 -3.0506 2.0797  0.3985

Atoms 1-6, force components in eV/Å:
C 2.75 -0.08 0.02
C 0.55 3.31 2.51
C 2.59 -1.88 -0.31
N 1.20 -1.23 -0.26
N -1.82 0.08 -0.17
N 0.35 -2.09 2.69

The LUMO energy is -8.05 eV. As for the spin multiplicity: 1. As for the charge: +2. The HOMO energy comes out at -15.632 eV.


7.
# C3H11N4

An isolated ion of composition C3H11N4 and charge +1 (the ωB97M-V functional and the def2-TZVPD basis, the Open Molecules 2025 dataset).

Each line ends with the Mulliken charge.
Geometry (Å):
H 1.6451 0.9567 1.5961  0.2495
N 1.2692 1.7466 1.1049  -0.5679
C 0.2302 1.7566 0.4499  0.5302
N -0.3186 2.7565 -0.2222  -0.3910
N -0.7616 0.3535 0.2568  -0.6969
N -0.0331 -0.8518 0.2442  0.1460
C -0.9804 -1.9883 0.2141  -0.7760
C 0.9646 -0.9633 -0.8464  -0.8329
H 0.0756 3.6709 -0.0522  0.2858
H -1.2876 2.7201 -0.4879  0.2263
H -1.2321 0.4719 -0.6391  0.3049
H 0.4667 -0.8807 1.1465  0.3603
H -1.5104 -1.9865 -0.7401  0.3645
H -0.4479 -2.9291 0.3282  0.3521
H -1.7099 -1.8746 1.0147  0.3520
H 0.4457 -1.0572 -1.8008  0.3475
H 1.5863 -0.0658 -0.8670  0.3776
H 1.5981 -1.8356 -0.6997  0.3680

Atoms 1-6, force components in eV/Å:
H -0.09 -0.23 0.01
N 0.70 0.42 0.34
C -1.40 -3.55 0.03
N -0.55 0.58 -0.50
N 0.74 3.41 0.41
N 0.62 -0.09 0.12

The LUMO energy is -3.12 eV. As for the spin multiplicity: 1. As for the charge: +1. Its SMILES is [H]/N=C(/N)N[NH+](C)C. The HOMO energy comes out at -14.001 eV.


8.
# C3H11N4

C3H11N4 as an isolated structure (the ωB97M-V functional and the def2-TZVPD basis, the Open Molecules 2025 dataset).

Each line ends with the Mulliken charge.
Geometry (Å):
C -0.6967 0.4414 -2.1597  -0.1902
C 0.2325 0.5699 1.2189  -0.5907
C 0.2902 -0.5277 0.2933  -0.0981
N -2.2062 0.0018 -0.3359  -0.5752
N -0.9913 -0.0930 -0.9937  0.1348
N 1.3912 -0.8216 -0.3820  -0.3565
N 1.3093 0.4282 2.2011  -0.5451
H 0.3784 0.3848 -2.3332  0.2475
H -1.2348 0.8217 -3.0491  0.2999
H -0.7293 0.5009 1.7503  0.2987
H 0.4574 1.5956 0.7251  0.3052
H -0.2316 -1.3962 0.7220  0.4610
H -2.4979 -0.8772 0.0738  0.2563
H 2.0888 0.0340 -0.3687  0.3060
H -2.8935 0.3273 -0.9579  0.2594
H 1.4402 -0.5481 2.4210  0.2613
H 2.2267 0.8980 1.8692  0.3043
H 1.6667 -1.7398 -0.6945  0.2214

Atoms 1-6, force components in eV/Å:
C 0.78 -1.67 2.04
C 1.00 3.45 1.17
C -1.24 -2.83 -2.08
N 0.94 -0.27 -0.42
N -0.23 1.59 -1.16
N 2.68 3.36 0.10

The LUMO energy is -3.88 eV. As for the spin multiplicity: 1. As for the charge: +1. The HOMO energy comes out at -13.374 eV.


These records have ΔE to the lowest compared entry with this formula, charge and spin values of 53.65, 162.70, 189.74, 16.69, 7.86, 27.48, 60.96, 84.10 kcal/mol, in the order they appear.